# 1
{
  "formula": "C35H65BBr4FMgN4O11S",
  "method": "ωB97M-V/def2-TZVPD",
  "homo_lumo_gap_ev": 0.99,
  "total_charge": -1,
  "e_tot_ha": -13437.899986,
  "multiplicity": 1,
  "e_homo_ev": -4.48,
  "species": ["H", "H", "C", "C", "H", "H", "H", "H", "H", "H", "H", "H", "H", "H", "H", "H", "C", "C", "O", "H", "N", "Br", "H", "C", "H", "H", "C", "H", "O", "H", "C", "B", "C", "C", "H", "O", "C", "F", "C", "C", "H", "H", "C", "H", "O", "H", "H", "C", "H", "C", "Br", "C", "H", "O", "H", "N", "H", "H", "H", "C", "H", "C", "H", "Br", "C", "H", "H", "H", "H", "H", "H", "H", "C", "H", "C", "H", "H", "O", "C", "H", "C", "H", "H", "H", "C", "H", "C", "H", "H", "H", "H", "C", "H", "H", "H", "H", "N", "O", "C", "N", "H", "Mg", "H", "C", "O", "H", "O", "H", "H", "C", "S", "O", "C", "C", "C", "H", "O", "H", "C", "C", "Br", "C", "H"],
  "coordinates": [[1.105, 8.081, -1.426], [-2.104, 0.794, 2.593], [5.423, -4.967, 4.930], [2.654, -4.116, 5.138], [-2.949, -1.096, 5.616], [3.330, -0.500, 1.401], [-2.813, 3.573, -1.993], [3.913, -3.381, -0.369], [6.238, 3.618, 5.151], [-2.161, 3.801, -4.482], [0.380, 7.417, 0.942], [0.477, 5.882, -0.829], [4.415, 7.068, -1.618], [2.771, -2.496, 6.553], [2.266, 7.034, -2.222], [3.194, 5.223, 0.384], [3.921, -2.525, -1.100], [-7.074, -4.388, -1.983], [5.452, -3.513, 3.065], [4.967, 8.436, -0.634], [1.091, 6.690, 0.994], [-7.358, -6.300, -1.901], [4.052, -2.163, 1.399], [-3.181, -3.758, 0.343], [-1.254, -4.018, -1.492], [1.821, -2.258, -1.817], [1.934, 7.392, -1.240], [-4.122, 2.470, -1.553], [4.611, 2.711, 4.280], [4.699, -5.653, 5.365], [-2.572, -0.615, 4.674], [-2.066, -1.762, 3.665], [4.247, 7.617, -0.688], [2.517, -4.336, -2.430], [0.079, -0.624, 0.384], [3.572, -3.511, 4.218], [-2.807, -3.402, 1.694], [-8.759, -5.323, 0.100], [-3.426, -5.225, -0.122], [2.352, 5.046, -0.287], [-6.130, -4.186, -1.483], [-3.003, 1.634, -3.567], [-4.052, 4.515, -5.062], [-4.587, 7.280, -6.690], [-5.845, 6.619, -10.253], [0.980, 0.795, 1.133], [3.079, -4.588, -3.378], [-4.939, 7.786, -7.616], [-1.419, -5.948, 0.578], [-3.675, 2.491, -3.664], [0.867, -5.143, -5.700], [2.758, -2.774, -2.161], [-3.155, 1.274, 1.204], [2.947, 8.177, -0.625], [4.423, 6.970, 0.174], [-3.650, -2.754, -1.975], [4.947, -2.536, -1.583], [3.087, -2.288, -3.125], [6.131, -5.580, 4.374], [-2.308, 0.592, 1.508], [-2.993, 2.820, -5.675], [-2.513, -1.965, 2.145], [1.656, -3.843, 4.791], [-8.439, -3.347, -1.057], [0.974, -4.599, -2.748], [-3.294, 0.089, 4.190], [-4.656, 2.096, -3.945], [-4.497, 4.005, -2.336], [0.350, -6.614, -2.086], [6.605, 2.670, 3.693], [1.912, 7.180, 1.347], [5.087, -0.688, 0.891], [-3.037, -1.183, -0.256], [0.831, -5.047, -3.815], [2.856, -3.584, 6.542], [-1.696, -5.450, -2.516], [-4.843, 6.958, -8.350], [-1.136, 1.036, 0.753], [-1.207, -5.136, -1.542], [-1.651, -0.013, 4.964], [-3.782, 3.180, -2.309], [-6.034, 7.795, -7.447], [3.848, -3.829, 6.925], [2.708, -5.205, 5.090], [4.066, -1.175, 0.870], [6.921, 1.565, 6.196], [6.144, 1.467, 5.438], [0.463, -3.594, -2.767], [2.748, 4.792, -1.274], [-2.198, -6.949, -0.696], [-5.805, 7.514, -10.610], [4.816, -3.966, 3.982], [0.862, -5.537, -0.677], [2.111, -4.002, 7.222], [-3.959, -5.178, -1.113], [-4.033, -5.817, 0.617], [-3.200, -0.239, -1.267], [3.666, -1.237, -0.511], [1.404, 6.239, -0.367], [-4.765, 5.385, -5.293], [2.857, -4.967, -1.557], [1.013, 2.005, 2.377], [6.343, 0.575, 4.838], [3.972, 1.992, 5.240], [4.860, 1.340, 6.040], [-1.331, -2.703, 5.160], [2.789, 1.938, 5.365], [1.824, 4.169, 0.094], [-6.184, 6.089, -10.984], [-2.622, -0.895, 1.170], [-3.663, -1.193, -2.567], [-4.367, 8.936, -7.926], [-0.018, 0.220, 1.124], [5.999, 2.705, 4.598], [-1.988, -5.877, -0.393], [5.954, -4.437, 5.722], [-1.148, -2.719, 4.198], [-2.704, -4.235, 2.436], [-3.300, -2.619, -0.640], [-3.140, 3.408, -4.765], [-6.877, -3.795, -3.816], [0.315, -5.573, -1.661], [-0.162, -0.224, 2.161]],
  "mulliken_charge": [0.354, 0.027, -1.209, -0.258, 0.408, -0.120, 0.245, 0.257, 0.265, 0.308, 0.274, 0.317, 0.299, 0.271, 0.396, 0.202, -0.454, 0.884, -0.535, 0.256, -0.653, -0.015, 0.150, 0.112, -0.045, 0.007, -0.705, 0.176, -0.290, 0.350, -1.054, 0.571, -0.626, -0.611, 0.293, -0.317, -0.415, -0.647, -0.934, -0.923, -0.779, 0.069, 0.218, 0.168, -0.621, 0.090, 0.254, -0.246, 0.321, -0.130, -0.574, -0.188, 0.426, -0.390, 0.211, -0.421, 0.225, 0.184, 0.328, -0.822, 0.327, -0.282, 0.185, 0.065, -0.104, 0.315, 0.324, 0.410, 0.269, 0.299, 0.287, 0.239, 0.014, -0.229, -1.008, 0.156, 0.205, -0.290, -0.003, 0.311, -0.976, 0.247, 0.318, 0.353, -0.093, 0.297, -0.303, 0.486, 0.360, 0.457, 0.310, 0.857, 0.441, 0.370, 0.139, 0.463, -0.118, -0.310, 0.441, -0.434, 0.466, 0.016, 0.238, 0.595, -0.324, 0.235, -0.492, -0.093, 0.294, 0.569, 0.053, -0.503, -0.586, -0.305, -0.807, 0.287, -0.509, 0.397, 0.726, -0.550, -0.063, -0.812, 0.436]
}

***

# 2
{
  "formula": "C5H8N",
  "method": "ωB97M-V/def2-TZVPD",
  "homo_lumo_gap_ev": 10.98,
  "total_charge": 1,
  "smiles": "CC[NH+]=c1cc1",
  "e_tot_ha": -249.711579,
  "multiplicity": 1,
  "e_homo_ev": -15.43,
  "species": ["H", "C", "H", "N", "H", "H", "C", "H", "C", "C", "H", "H", "C", "H"],
  "coordinates": [[-1.467, 0.894, 1.442], [-1.043, 0.693, 0.356], [-2.697, -0.327, -0.549], [-0.119, -0.529, 0.475], [-0.480, -1.390, 0.833], [3.066, -2.074, 0.830], [2.464, -1.256, 0.297], [2.912, 0.988, -0.437], [-1.928, 0.443, -0.861], [1.201, -0.525, 0.314], [-1.428, 0.022, -1.652], [-0.468, 1.606, 0.232], [2.439, 0.070, -0.049], [-2.452, 1.385, -1.233]],
  "mulliken_charge": [0.322, -0.347, 0.297, -0.188, 0.272, 0.346, -0.305, 0.361, -1.017, 0.424, 0.381, 0.301, -0.156, 0.307]
}

***

# 3
{
  "formula": "C3H5N3OS",
  "method": "ωB97M-V/def2-TZVPD",
  "homo_lumo_gap_ev": 9.86,
  "smiles": "[H]/N=C1\\NC=NOCS1",
  "e_tot_ha": -754.888121,
  "multiplicity": 1,
  "e_homo_ev": -9.41,
  "species": ["N", "H", "H", "H", "N", "N", "S", "O", "H", "C", "C", "H", "C"],
  "coordinates": [[1.458, 0.314, 0.254], [-2.439, 1.142, -0.031], [2.525, -0.615, -1.677], [-0.682, 1.808, 0.438], [1.473, -0.693, -2.015], [-0.183, -0.384, 2.026], [-0.849, 0.043, -1.186], [-1.480, -0.031, 1.428], [2.514, 0.197, 0.118], [0.830, -0.177, -0.995], [0.942, -0.227, 1.480], [1.729, -0.732, 2.044], [-1.347, 0.922, 0.318]],
  "mulliken_charge": [-0.369, 0.297, 0.186, 0.342, -0.642, -0.377, -0.111, -0.170, 0.355, 0.514, 0.079, 0.308, -0.411]
}

***

# 4
{
  "formula": "C18H18N2",
  "method": "ωB97M-V/def2-TZVPD",
  "homo_lumo_gap_ev": [7.58, 3.91],
  "total_charge": 1,
  "e_tot_ha": -805.921625,
  "multiplicity": 2,
  "e_homo_ev": [-10.81, -10.74],
  "species": ["H", "H", "C", "C", "C", "H", "H", "H", "H", "H", "C", "C", "H", "C", "H", "C", "C", "H", "H", "C", "C", "C", "N", "C", "N", "H", "C", "H", "H", "H", "C", "C", "H", "C", "C", "H", "H", "C"],
  "coordinates": [[4.137, -0.698, 2.217], [1.274, -2.424, -2.179], [-0.437, 0.493, -1.752], [-1.023, 1.286, 1.834], [2.026, -0.576, -1.400], [2.490, 1.087, -0.112], [0.511, 2.727, 2.239], [-2.848, -0.738, 0.638], [-1.531, -2.253, -3.006], [3.043, -1.030, -1.407], [1.806, 0.675, -0.849], [3.073, -0.642, 2.048], [0.339, -2.655, 1.785], [0.524, 1.209, -1.021], [-2.139, 2.823, -1.368], [0.308, -0.521, 1.973], [-2.268, 2.203, -2.254], [-1.859, 1.956, 1.799], [3.014, 1.435, 2.464], [-1.092, -0.063, 1.742], [1.050, 0.679, 2.278], [-2.301, -0.380, -2.673], [0.237, 1.769, 2.118], [1.038, -1.444, -1.835], [-1.403, -1.394, -2.490], [-1.905, -1.989, 1.067], [-0.208, -0.833, -2.058], [-3.300, 2.203, -2.580], [0.244, 2.222, -0.721], [-2.664, -1.291, 2.443], [-2.183, -1.027, 1.487], [2.435, 0.562, 2.193], [-1.611, 2.547, -3.048], [2.310, -1.826, 1.912], [0.940, -1.747, 1.843], [3.023, -2.647, 1.893], [-3.247, -0.483, -3.146], [-1.805, 0.787, -2.072]],
  "mulliken_charge": [0.461, 0.552, 1.239, -1.215, -0.466, 0.732, 0.214, 0.274, 0.284, 0.357, -0.744, -0.353, 0.383, -0.099, 0.284, 1.418, -1.322, 0.475, 0.449, 0.769, -0.305, -0.792, 0.074, -1.031, 0.033, 0.347, -0.276, 0.422, 0.345, 0.364, -1.368, -1.136, 0.366, -0.631, -0.529, 0.390, 0.456, 0.580]
}

***

# 5
{
  "formula": "C5H15N5",
  "method": "ωB97M-V/def2-TZVPD",
  "homo_lumo_gap_ev": 9.67,
  "smiles": "[H]/N=C(/N)N(C)C.[H]/N=C(/C)N",
  "e_tot_ha": -473.302546,
  "multiplicity": 1,
  "e_homo_ev": -8.79,
  "species": ["H", "C", "H", "C", "N", "H", "H", "N", "N", "H", "H", "H", "H", "H", "C", "H", "H", "H", "H", "N", "C", "H", "H", "N", "C"],
  "coordinates": [[1.253, 1.464, 1.965], [-0.641, -2.625, 0.871], [0.494, 2.353, -2.124], [1.993, 0.031, -0.249], [-1.078, -1.312, -1.076], [3.011, 0.268, -0.567], [1.992, -0.192, 0.813], [0.322, 1.226, 1.656], [1.127, 1.155, -0.538], [1.646, -0.857, -0.788], [-1.579, -0.518, -1.471], [-0.077, -3.217, 0.158], [0.380, 0.596, -2.439], [0.030, -2.252, 1.644], [0.968, 1.387, -1.957], [-1.242, 2.023, -0.990], [1.959, 1.409, -2.410], [-2.314, 0.228, 0.608], [-0.395, 1.661, 2.219], [-1.058, 1.945, 0.003], [-1.292, -1.473, 0.162], [-2.044, -0.797, 1.932], [-1.399, -3.248, 1.339], [-2.134, -0.715, 0.932], [0.081, 1.461, 0.305]],
  "mulliken_charge": [0.201, -1.377, 0.407, -1.098, -0.640, 0.323, 0.366, -0.455, 0.015, 0.356, 0.286, 0.306, 0.346, 0.330, -1.113, 0.242, 0.276, 0.336, 0.307, -0.885, 0.649, 0.231, 0.408, -0.528, 0.711]
}